Entry 1:
A molecular structure, C37H64BF4FeN5PSi4, computed with ωB97M-V/def2-TZVPD.

Values from the calculation:
**Kohn-Sham gap (alpha / beta)**: 5.67 / 5.84 eV
**HOMO (alpha / beta)**: -4.012 / -4.182 eV
**Multiplicity**: 5
**Net charge**: -1
**Energy relative to the best compared isomer or geometry (same formula, charge and spin)**: 6.8 kcal per mole
**Lowest unoccupied orbital energy (alpha / beta)**: 1.66 / 1.65 eV

Atoms and positions in Å:
Fe: -0.130 -0.202 0.247
C: 3.250 2.357 0.676
C: 3.540 1.020 1.376
C: 4.556 1.252 2.492
P: 1.907 0.245 1.784
C: 2.223 -1.405 2.552
C: 2.671 -2.385 1.460
C: 3.091 -1.547 3.800
C: 1.184 1.320 3.024
C: 1.794 1.703 4.222
C: 1.216 2.593 5.110
C: 1.906 3.000 6.392
C: -0.031 3.110 4.754
C: -0.671 2.750 3.586
C: -0.097 1.824 2.671
N: -0.728 1.447 1.515
C: -1.923 2.164 1.224
C: -1.816 3.464 0.694
C: -0.451 4.069 0.481
C: -2.961 4.189 0.382
C: -4.232 3.663 0.574
C: -5.467 4.446 0.194
C: -4.326 2.395 1.132
C: -3.203 1.644 1.481
C: -3.372 0.308 2.154
H: 4.173 2.797 0.283
H: 2.813 3.063 1.392
H: 2.542 2.245 -0.147
H: 3.981 0.343 0.649
H: 4.240 2.070 3.142
H: 5.511 1.542 2.040
H: 4.731 0.371 3.107
H: 1.212 -1.671 2.844
H: 3.714 -2.196 1.163
H: 2.039 -2.321 0.569
H: 2.607 -3.412 1.827
H: 4.158 -1.457 3.574
H: 2.929 -2.546 4.217
H: 2.826 -0.826 4.575
H: 2.759 1.284 4.484
H: 2.720 2.313 6.633
H: 1.210 3.000 7.236
H: 2.332 4.006 6.324
H: -0.521 3.813 5.425
H: -1.648 3.162 3.362
H: -0.042 4.451 1.420
H: -0.497 4.895 -0.236
H: 0.250 3.311 0.119
H: -2.854 5.186 -0.045
H: -5.313 4.998 -0.735
H: -5.736 5.174 0.965
H: -6.322 3.782 0.054
H: -5.313 1.967 1.311
H: -4.318 -0.162 1.882
H: -3.347 0.422 3.243
H: -2.566 -0.370 1.904
N: 2.505 1.571 -3.166
C: 3.529 0.674 -2.984
C: 3.077 -0.189 -2.035
N: 1.811 0.171 -1.639
C: 1.495 1.209 -2.348
C: 0.171 1.816 -2.284
N: -0.807 1.340 -1.555
C: -1.897 2.136 -1.822
C: -1.570 3.084 -2.736
N: -0.243 2.867 -3.020
H: 2.502 2.321 -3.833
H: 4.456 0.731 -3.536
H: 3.575 -1.053 -1.619
H: -2.858 1.955 -1.354
H: -2.136 3.882 -3.191
H: 0.292 3.370 -3.703
F: -0.307 -3.600 3.025
B: -1.095 -2.441 2.881
F: -0.727 -1.444 3.817
F: -2.466 -2.712 2.930
F: -0.787 -1.891 1.529
C: -0.695 -3.730 -4.896
Si: 0.142 -2.493 -3.739
C: 1.840 -3.273 -3.380
C: 0.391 -1.021 -4.922
Si: -0.990 -2.012 -1.764
Si: -1.346 -4.153 -0.903
C: -2.841 -4.148 0.236
C: 0.188 -4.766 -0.018
C: -1.728 -5.500 -2.179
Si: -3.096 -1.473 -2.585
C: -4.122 -0.665 -1.230
C: -3.043 -0.319 -4.101
C: -4.131 -2.931 -3.192
H: -0.105 -3.847 -5.815
H: -1.703 -3.391 -5.176
H: -0.799 -4.712 -4.427
H: 2.658 -2.730 -3.871
H: 1.855 -4.310 -3.738
H: 2.050 -3.293 -2.300
H: 1.338 -1.106 -5.474
H: 0.380 -0.058 -4.406
H: -0.428 -0.999 -5.651
H: -3.029 -3.154 0.661
H: -2.697 -4.829 1.086
H: -3.731 -4.467 -0.319
H: 0.354 -4.198 0.907
H: 1.073 -4.650 -0.663
H: 0.092 -5.828 0.247
H: -2.554 -5.195 -2.833
H: -2.020 -6.429 -1.669
H: -0.861 -5.724 -2.811
H: -3.506 -0.017 -0.592
H: -4.546 -1.442 -0.579
H: -4.949 -0.062 -1.631
H: -2.035 0.081 -4.283
H: -3.722 0.537 -3.986
H: -3.346 -0.877 -4.996
H: -4.385 -3.610 -2.367
H: -3.582 -3.510 -3.947
H: -5.067 -2.577 -3.648

Entry 2:
10 unconnected molecules or ions with the total composition C37H64Cl20F9N2O3S at a distorted geometry, computed with ωB97M-V/def2-TZVPD.

Values from the calculation:
**Kohn-Sham gap**: 8.66 eV
**HOMO**: -11.021 eV
**Multiplicity**: 1
**Net charge**: +1
**Lowest unoccupied orbital energy**: -2.37 eV

Atoms and positions in Å:
C: -2.228 -3.349 -3.521
C: -2.368 -2.694 -2.527
C: -2.479 -1.892 -1.302
C: -2.621 -2.886 -0.126
N: -2.762 -2.340 1.199
C: -1.564 -1.765 1.837
O: -1.260 -1.153 -1.138
C: -0.907 -0.357 -2.238
C: -2.124 0.427 -2.769
S: -1.670 2.000 -3.523
O: -2.716 2.371 -4.412
O: -0.364 1.840 -4.056
C: -1.661 3.298 -2.160
F: -2.604 4.195 -2.478
F: -1.998 2.725 -0.964
C: -0.282 4.005 -2.029
F: 0.720 3.094 -2.032
F: -0.136 4.803 -3.108
C: -0.130 4.879 -0.725
F: 0.691 5.907 -1.029
F: -1.317 5.391 -0.317
C: 0.521 4.098 0.459
F: 0.244 4.683 1.630
F: 0.087 2.822 0.516
F: 1.855 4.100 0.285
N: -3.116 0.485 -1.656
C: -3.666 -0.901 -1.386
C: -4.806 -1.243 -2.316
C: -5.998 -0.268 -2.239
C: -6.520 0.072 -0.844
C: -5.868 1.256 -0.102
C: -5.849 2.587 -0.861
H: -2.161 -4.088 -4.291
H: -1.707 -3.484 -0.148
H: -3.434 -3.576 -0.360
H: -3.574 -1.753 1.315
H: -1.783 -0.747 2.167
H: -0.701 -1.763 1.179
H: -1.324 -2.328 2.740
H: -0.426 -0.909 -3.046
H: -0.156 0.350 -1.873
H: -2.602 -0.124 -3.581
H: -2.639 0.783 -0.803
H: -3.887 1.122 -1.884
H: -4.097 -0.825 -0.389
H: -4.479 -1.286 -3.356
H: -5.127 -2.253 -2.058
H: -5.758 0.623 -2.826
H: -6.809 -0.756 -2.779
H: -6.436 -0.802 -0.190
H: -7.587 0.290 -0.890
H: -6.440 1.413 0.813
H: -4.856 1.028 0.247
H: -5.074 3.234 -0.441
H: -5.626 2.494 -1.928
H: -6.781 3.138 -0.760
Cl: 1.267 -1.883 -2.371
C: 2.121 -0.445 -1.743
C: 2.262 -0.490 -0.246
Cl: 0.682 -0.331 0.576
H: 1.568 0.434 -2.071
H: 3.109 -0.421 -2.200
H: 2.884 0.335 0.098
H: 2.711 -1.425 0.080
Cl: -1.774 -6.442 -2.304
C: -1.009 -7.728 -3.271
C: -0.393 -7.166 -4.526
Cl: -1.630 -6.561 -5.665
H: -1.766 -8.476 -3.490
H: -0.235 -8.183 -2.656
H: 0.168 -7.943 -5.044
H: 0.277 -6.341 -4.299
Cl: -0.271 9.006 4.329
C: -0.310 8.537 2.610
C: 1.033 8.655 1.941
Cl: 1.559 10.346 1.760
H: -1.058 9.153 2.118
H: -0.640 7.499 2.573
H: 0.965 8.232 0.939
H: 1.805 8.125 2.493
Cl: 5.604 -0.293 -2.662
C: 6.485 -1.517 -3.623
C: 6.350 -2.908 -3.061
Cl: 7.204 -3.052 -1.500
H: 7.529 -1.215 -3.652
H: 6.078 -1.473 -4.632
H: 6.806 -3.623 -3.743
H: 5.312 -3.193 -2.908
Cl: -3.950 11.778 4.874
C: -2.443 11.620 5.821
C: -2.702 11.210 7.247
Cl: -3.506 12.495 8.184
H: -1.919 12.570 5.768
H: -1.854 10.854 5.323
H: -1.754 11.000 7.739
H: -3.327 10.322 7.297
Cl: 0.485 -3.559 1.235
C: 1.411 -4.916 0.542
C: 2.118 -4.518 -0.728
Cl: 0.947 -4.183 -2.029
H: 0.716 -5.735 0.371
H: 2.137 -5.223 1.293
H: 2.766 -5.324 -1.067
H: 2.719 -3.623 -0.583
Cl: 6.911 -6.743 -3.185
C: 7.468 -6.628 -1.489
C: 6.733 -7.572 -0.578
Cl: 5.027 -7.102 -0.361
H: 7.350 -5.597 -1.175
H: 8.529 -6.871 -1.490
H: 7.195 -7.551 0.408
H: 6.753 -8.592 -0.954
Cl: 2.953 -5.472 4.046
C: 1.891 -6.316 5.205
C: 0.595 -6.759 4.578
Cl: -0.451 -5.379 4.152
H: 1.716 -5.644 6.041
H: 2.440 -7.186 5.562
H: 0.041 -7.375 5.284
H: 0.769 -7.337 3.674
Cl: 10.601 -4.604 -1.550
C: 11.111 -4.450 0.151
C: 10.347 -5.378 1.059
Cl: 8.629 -4.913 1.235
H: 10.986 -3.412 0.447
H: 12.169 -4.701 0.188
H: 10.779 -5.352 2.057
H: 10.379 -6.402 0.693
Cl: -5.228 6.724 3.953
C: -5.647 8.346 3.332
C: -7.057 8.744 3.676
Cl: -8.262 7.760 2.803
H: -5.489 8.338 2.256
H: -4.947 9.049 3.781
H: -7.221 9.781 3.389
H: -7.250 8.641 4.741

Entry 3:
3 unconnected molecules or ions with the total composition C37H64ClF2N2O5S at a distorted geometry, computed with ωB97M-V/def2-TZVPD.

Values from the calculation:
**Kohn-Sham gap**: 6.63 eV
**HOMO**: -10.198 eV
**Multiplicity**: 1
**Net charge**: +1
**Lowest unoccupied orbital energy**: -3.57 eV

Atoms and positions in Å:
C: 4.800 -0.567 2.534
C: 3.175 -0.593 2.515
C: 2.663 0.239 1.249
Cl: 2.144 1.886 1.846
N: 1.611 -0.494 0.379
S: 1.061 0.902 -0.612
C: 0.405 -1.073 1.117
C: -0.981 -0.275 1.109
O: -0.956 0.951 1.913
C: -2.203 1.636 1.831
C: -3.554 0.988 1.355
C: -4.895 1.787 1.239
C: -6.262 1.104 0.729
C: -4.974 3.313 1.598
C: -3.662 3.955 2.115
C: -2.313 3.155 2.234
C: -1.069 4.012 2.799
C: -0.024 4.351 1.626
C: -0.435 3.290 4.083
C: 0.303 -2.640 0.643
C: -1.031 -3.456 0.953
C: -0.881 -5.020 0.543
F: -1.236 -3.442 2.386
C: 1.055 -2.778 -0.771
C: 0.265 -2.923 -2.138
C: -0.757 -1.745 -2.516
C: -0.568 -1.144 -4.011
C: -0.298 0.458 -3.968
N: -0.753 1.146 -5.235
C: -0.129 2.526 -5.135
C: -0.253 0.429 -6.427
C: 1.282 -0.009 -6.654
O: -1.058 0.147 -7.365
C: 2.146 -1.581 -0.552
O: 3.265 -2.391 -0.047
C: 2.643 -1.228 -2.026
C: 3.969 -0.341 -2.149
F: 4.134 0.022 -3.548
H: 5.197 -0.753 3.599
H: 5.151 0.473 2.187
H: 5.274 -1.364 1.867
H: 2.862 -0.012 3.465
H: 2.738 -1.641 2.619
H: 3.576 0.411 0.565
H: 2.162 1.646 -1.003
H: 0.535 -1.245 2.255
H: -1.461 -0.128 0.082
H: -1.725 -0.951 1.689
H: -3.619 -0.116 1.070
H: -7.142 1.853 0.758
H: -6.523 0.296 1.512
H: -6.190 0.677 -0.327
H: -5.953 3.891 1.479
H: -3.721 5.068 2.406
H: -1.468 5.032 3.175
H: 1.039 4.411 2.079
H: 0.005 3.420 0.936
H: -0.289 5.257 0.990
H: -0.224 2.176 3.957
H: 0.507 3.798 4.484
H: -1.222 3.370 4.929
H: 1.057 -3.128 1.379
H: -1.895 -2.974 0.379
H: 0.118 -5.220 -0.003
H: -0.854 -5.690 1.476
H: -1.705 -5.334 -0.189
H: 1.670 -3.755 -0.693
H: 0.943 -3.107 -3.057
H: -0.370 -3.888 -2.058
H: -0.771 -0.854 -1.807
H: -1.829 -2.182 -2.497
H: 0.219 -1.701 -4.622
H: -1.568 -1.268 -4.582
H: 0.812 0.725 -3.836
H: -0.862 0.908 -3.063
H: -0.074 2.860 -4.031
H: -0.668 3.296 -5.787
H: 0.969 2.445 -5.495
H: 1.901 -0.027 -5.689
H: 1.319 -1.017 -7.213
H: 1.754 0.789 -7.339
H: 4.047 -1.827 0.140
H: 2.913 -2.244 -2.515
H: 1.860 -0.775 -2.729
H: 4.887 -0.958 -1.839
H: 3.973 0.635 -1.564
C: -5.846 3.821 6.672
C: -7.160 4.535 6.443
C: -6.800 5.511 5.340
O: -5.765 4.893 4.561
C: -5.281 3.742 5.268
H: -5.955 2.842 7.143
H: -5.195 4.434 7.303
H: -7.911 3.825 6.083
H: -7.554 5.027 7.334
H: -6.399 6.444 5.749
H: -7.650 5.749 4.697
H: -5.643 2.851 4.743
H: -4.189 3.734 5.254
C: 5.861 -5.558 -3.711
C: 5.138 -4.299 -3.288
C: 5.545 -4.176 -1.833
O: 6.852 -4.749 -1.717
C: 7.155 -5.455 -2.929
H: 6.018 -5.634 -4.788
H: 5.296 -6.438 -3.385
H: 5.518 -3.444 -3.857
H: 4.055 -4.346 -3.426
H: 4.872 -4.744 -1.181
H: 5.568 -3.137 -1.490
H: 7.904 -4.874 -3.477
H: 7.580 -6.432 -2.689

Entry 4:
4 unconnected molecules or ions with the total composition C37H65BBr2N3O4 at a distorted geometry, computed with ωB97M-V/def2-TZVPD.

Values from the calculation:
**Kohn-Sham gap (alpha / beta)**: 8.44 / 8.43 eV
**HOMO (alpha / beta)**: -8.218 / -8.329 eV
**Multiplicity**: 4
**Lowest unoccupied orbital energy (alpha / beta)**: 0.23 / 0.10 eV

Atoms and positions in Å:
C: 0.812 -1.200 1.894
C: -0.187 -1.303 0.804
Br: 0.629 -1.530 -0.901
C: -1.509 -1.232 0.895
Br: -2.263 -0.940 2.635
B: -2.595 -1.263 -0.219
C: -2.623 -2.237 -1.468
O: -2.480 -3.615 -1.087
C: -1.287 -4.208 -1.423
C: -0.835 -4.246 -2.737
C: 0.375 -4.851 -3.048
C: 1.123 -5.441 -2.033
C: 0.657 -5.412 -0.723
C: -0.546 -4.799 -0.407
H: 0.404 -0.720 2.772
H: 1.206 -2.185 2.126
H: 1.658 -0.611 1.551
H: -3.501 -0.507 -0.083
H: -1.883 -1.929 -2.203
H: -3.584 -2.136 -1.967
H: -1.421 -3.783 -3.517
H: 0.737 -4.870 -4.060
H: 2.058 -5.919 -2.273
H: 1.246 -5.855 0.065
H: -0.919 -4.750 0.600
C: -0.877 4.171 -2.985
C: -2.148 3.452 -2.453
C: -3.295 4.443 -2.240
C: -3.107 5.349 -1.026
C: -2.859 4.512 0.228
C: -1.690 3.542 0.067
N: -1.855 2.727 -1.181
O: -2.711 1.784 -0.978
C: -0.369 4.335 0.063
C: -1.615 2.604 1.269
C: -2.564 2.458 -3.531
H: -1.033 5.243 -3.115
H: -0.014 4.037 -2.340
H: -0.574 3.768 -3.951
H: -4.228 3.884 -2.113
H: -3.414 5.043 -3.145
H: -2.283 6.049 -1.194
H: -4.001 5.960 -0.886
H: -2.664 5.162 1.083
H: -3.769 3.952 0.466
H: 0.475 3.685 -0.176
H: -0.194 4.748 1.055
H: -0.365 5.178 -0.626
H: -2.549 2.070 1.437
H: -1.406 3.178 2.171
H: -0.818 1.868 1.141
H: -1.798 1.695 -3.678
H: -2.698 2.993 -4.471
H: -3.503 1.958 -3.298
C: 7.717 -4.431 -5.124
C: 6.775 -5.133 -4.107
C: 6.148 -6.392 -4.714
C: 5.071 -6.101 -5.755
C: 4.004 -5.177 -5.170
C: 4.591 -3.889 -4.592
N: 5.703 -4.201 -3.641
O: 5.229 -4.582 -2.502
C: 5.062 -2.984 -5.748
C: 3.510 -3.107 -3.858
C: 7.647 -5.550 -2.928
H: 7.766 -4.960 -6.076
H: 7.429 -3.404 -5.329
H: 8.733 -4.366 -4.736
H: 5.703 -6.988 -3.911
H: 6.941 -7.003 -5.151
H: 5.515 -5.659 -6.652
H: 4.609 -7.037 -6.073
H: 3.269 -4.920 -5.936
H: 3.462 -5.715 -4.385
H: 5.598 -2.114 -5.368
H: 4.195 -2.620 -6.299
H: 5.694 -3.492 -6.473
H: 3.024 -3.701 -3.086
H: 2.737 -2.798 -4.561
H: 3.918 -2.209 -3.391
H: 8.071 -4.679 -2.427
H: 8.467 -6.165 -3.298
H: 7.100 -6.135 -2.191
C: -5.057 2.597 6.694
C: -3.711 2.353 5.957
C: -2.623 1.890 6.931
C: -2.106 2.997 7.845
C: -1.635 4.192 7.017
C: -2.711 4.708 6.062
N: -3.264 3.586 5.239
O: -2.455 3.292 4.277
C: -3.812 5.417 6.876
C: -2.127 5.767 5.135
C: -3.962 1.237 4.951
H: -4.987 2.390 7.763
H: -5.427 3.611 6.576
H: -5.844 1.961 6.291
H: -1.781 1.491 6.357
H: -3.014 1.061 7.524
H: -2.880 3.299 8.556
H: -1.275 2.617 8.443
H: -1.325 5.006 7.675
H: -0.749 3.899 6.445
H: -4.655 5.686 6.238
H: -3.413 6.339 7.299
H: -4.183 4.830 7.713
H: -1.259 5.403 4.589
H: -1.809 6.627 5.722
H: -2.870 6.107 4.411
H: -4.687 1.543 4.195
H: -4.363 0.367 5.471
H: -3.051 0.930 4.441